C58H171N28O20P9 | ωB97M-V/def2-TZVPD

Geometry as XYZ:
```
286
Properties=species:S:1:pos:R:3:forces:R:3:mulliken_charge:R:1
O -0.02941 -1.35216 6.29198 0.539 0.328 0.412 0.027
P 0.58686 -0.09487 6.77469 1.505 1.671 1.482 -0.466
N -0.27733 0.67919 8.02703 0.274 0.790 -2.693 0.496
C -0.36905 2.15624 8.21649 0.617 -1.385 0.042 -0.992
C -0.69592 -0.07958 9.14616 -0.185 -0.664 1.815 -1.335
N 0.84219 1.05758 5.54662 -0.801 1.095 0.568 0.595
C -0.36205 1.40631 4.75582 0.745 -0.659 -0.119 -1.182
C 2.14348 1.22931 4.87590 -0.052 -1.727 -0.005 -0.244
N 2.13888 -0.21327 7.50122 -0.850 -1.162 -0.826 0.305
C 3.03003 -1.27554 7.07803 0.226 0.376 -1.115 -1.010
C 2.86846 0.78804 8.27801 -0.843 0.286 -0.031 -1.093
H -1.26299 2.28713 8.82628 -0.004 0.595 -0.293 0.454
H -0.33754 2.71458 7.28088 -0.529 -0.243 -0.013 0.215
H 0.51437 2.49664 8.75669 -0.031 0.145 0.417 0.244
H -0.35984 0.41257 10.05882 0.339 0.081 0.234 0.448
H -0.31730 -1.09890 9.22185 0.371 0.072 -0.513 0.366
H -1.76299 -0.19826 9.33429 -0.465 0.255 -0.679 0.350
H -0.14792 2.21309 4.05484 0.047 0.318 0.361 0.289
H -0.63266 0.56077 4.12342 -0.362 -0.186 -0.044 0.241
H -1.19654 1.65992 5.40960 0.016 0.040 -0.059 0.405
H 2.98198 1.56376 5.48677 -0.388 0.314 0.340 0.315
H 2.43400 0.23698 4.53101 0.455 -0.212 -0.227 0.111
H 2.12177 1.79653 3.94538 -0.544 0.476 0.453 -0.317
H 3.40344 -1.82775 7.94043 0.222 -0.096 -0.235 0.458
H 2.63380 -1.93486 6.30576 -0.595 -0.205 0.472 -0.141
H 3.79439 -0.75965 6.49691 0.944 -0.363 0.313 0.489
H 3.90232 0.52048 8.49628 -0.225 -0.800 0.033 0.414
H 2.34148 0.92626 9.22210 0.172 0.488 0.038 0.298
H 3.02752 1.71918 7.73416 -0.553 0.413 0.009 0.319
O -6.86602 4.28766 2.54888 1.653 0.284 -0.683 -0.815
P -5.53138 3.66258 2.76847 0.015 -1.744 -0.276 0.553
N -5.65843 2.59674 4.12650 0.706 0.471 -1.883 0.490
C -5.54940 3.03390 5.51757 0.618 0.602 -1.251 -1.046
C -6.35737 1.32230 3.96667 0.347 -0.352 0.011 -1.061
N -4.20467 4.78241 2.98267 -1.876 -1.336 0.749 0.150
C -4.30221 5.97584 2.20389 -0.509 0.641 0.281 -0.900
C -2.85490 4.30366 3.10702 -0.880 -1.596 0.722 -1.089
N -4.96688 2.63110 1.39548 0.016 -0.614 1.848 0.308
C -3.99142 1.47409 1.54070 -0.781 1.396 -0.183 -0.429
C -5.08251 3.12507 0.04101 -0.390 0.938 0.099 -1.319
H -6.49276 3.04793 6.06343 -0.094 -0.596 -0.047 0.309
H -5.25516 4.08322 5.49596 0.454 -0.050 0.231 0.308
H -4.76829 2.38781 5.91827 -0.219 0.261 0.909 0.299
H -5.83091 0.49216 4.43767 0.429 0.154 0.462 0.198
H -6.40873 0.96710 2.93745 -0.371 0.600 -0.129 0.315
H -7.32828 1.34610 4.46149 -0.282 0.156 -0.362 0.373
H -3.52580 6.66537 2.53530 0.186 0.043 -0.147 0.388
H -4.19392 5.74192 1.14481 0.014 0.375 -0.388 0.128
H -5.25715 6.45731 2.41457 -0.062 -0.011 -0.399 0.337
H -2.38950 4.06092 2.15173 0.428 0.770 -0.260 0.402
H -2.33268 4.94154 3.82009 0.525 -0.006 -0.565 0.575
H -2.92849 3.30079 3.52764 0.164 -0.036 0.562 0.020
H -3.55418 1.48916 2.53906 -0.041 -0.253 -0.124 0.307
H -4.41559 0.49701 1.30941 -0.510 -0.005 0.343 0.366
H -3.21495 1.55602 0.78012 0.391 0.386 0.134 -0.352
H -5.09594 2.35803 -0.73331 -0.243 -0.371 0.285 0.424
H -4.28722 3.81067 -0.25152 0.744 0.084 0.023 0.313
H -5.96220 3.75958 -0.06692 -0.356 -0.300 0.063 0.432
O -3.47709 -3.01627 -4.05761 -0.538 0.612 0.066 -0.913
P -4.61133 -2.22824 -3.51711 -2.237 -0.093 -1.038 0.235
N -5.30821 -3.03448 -2.20992 -0.596 0.668 -0.372 0.254
C -6.27719 -2.36927 -1.34973 -0.316 0.763 0.210 -0.713
C -4.66327 -4.20290 -1.60265 -0.005 0.551 -0.364 -0.822
N -5.97985 -2.08885 -4.62014 0.380 0.900 0.120 0.122
C -5.77774 -2.08491 -6.07472 1.273 0.206 0.613 -1.113
C -7.36753 -1.58606 -4.29070 1.150 -1.109 0.308 -1.068
N -4.29138 -0.61810 -3.04858 -0.990 -2.211 1.634 1.022
C -3.46516 -0.52773 -1.81559 0.336 -0.212 -1.140 -1.016
C -4.13672 0.48208 -3.94817 -0.025 -0.001 0.481 -0.840
H -6.83140 -1.56538 -1.83419 0.435 -0.015 -0.339 0.193
H -5.82894 -1.89484 -0.47675 0.374 0.006 0.259 0.101
H -7.08793 -2.97594 -0.94629 0.273 -0.777 -0.243 0.456
H -5.40619 -4.74371 -1.01639 0.112 0.281 0.344 0.372
H -3.84246 -3.78343 -1.02091 0.210 -0.823 0.511 0.190
H -4.31077 -4.93422 -2.32999 0.215 0.435 -0.193 0.208
H -6.48192 -2.74501 -6.58117 0.061 0.007 -0.008 0.388
H -5.80426 -1.08099 -6.49845 -0.580 0.290 -0.085 0.365
H -4.74614 -2.36771 -6.28431 -0.075 -0.593 -0.012 0.324
H -7.44149 -0.67283 -3.70024 0.411 0.166 -0.013 0.283
H -7.91860 -1.42439 -5.21714 0.166 -0.088 0.012 0.446
H -7.84934 -2.38695 -3.72984 -0.346 0.130 0.010 0.329
H -2.43139 -0.75510 -2.07588 0.370 0.186 0.135 0.631
H -3.50724 0.48603 -1.41731 -0.148 -0.034 0.148 -0.207
H -3.73525 -1.26543 -1.05999 -0.317 0.176 -0.060 -0.086
H -4.23142 1.34677 -3.29133 0.317 0.524 -0.282 0.147
H -4.94271 0.58093 -4.67529 0.126 -0.419 -0.167 0.333
H -3.14551 0.42254 -4.39769 0.022 0.432 -0.425 0.288
O -1.32745 -0.74787 0.69661 -0.491 0.076 0.369 -0.736
P 0.07578 -0.77497 0.27816 2.769 -0.254 -2.212 -0.641
N 0.30483 -1.53373 -1.26837 -0.500 2.165 0.591 0.881
C -0.24474 -2.86872 -1.46582 0.669 -0.585 0.632 -0.840
C 1.44228 -1.30052 -2.16432 0.121 -0.316 0.533 -0.527
N 1.10543 -1.61320 1.27317 -0.088 0.333 1.043 1.031
C 0.66311 -1.99649 2.58080 -1.375 0.042 0.714 0.875
C 2.54932 -1.66429 1.14233 0.315 0.279 -1.537 -0.296
N 0.90606 0.78245 0.18914 -0.443 0.134 -0.717 1.744
C 1.10749 1.56340 1.44894 -0.220 -0.486 -1.757 0.331
C 0.56208 1.70357 -0.94611 0.643 -1.416 0.418 -0.074
H -1.29342 -2.96535 -1.18475 0.114 0.067 -0.125 -0.019
H 0.37958 -3.56978 -0.91186 -0.172 -0.321 0.840 0.432
H -0.03098 -3.27715 -2.45354 -0.636 0.866 -0.465 0.046
H 2.08771 -2.17688 -2.10504 0.376 0.034 -0.049 -0.543
H 2.03830 -0.43367 -1.87897 -0.101 -0.007 0.039 0.005
H 1.11620 -1.21255 -3.20067 -0.145 0.161 -0.113 0.544
H -0.39744 -1.75289 2.64396 -0.141 -0.478 0.034 -1.269
H 0.82096 -3.05890 2.76653 -0.089 -0.054 -0.058 -0.013
H 1.06385 -1.43933 3.42760 0.676 0.227 -0.017 0.035
H 2.82647 -2.08585 0.17611 0.054 -0.660 0.043 -0.662
H 3.02117 -0.68665 1.04403 -0.067 0.449 0.617 -0.104
H 3.01321 -2.22239 1.95562 -0.157 0.001 -0.110 0.572
H 1.75212 1.03607 2.15214 -0.483 -0.122 0.068 -0.142
H 1.62319 2.46391 1.11545 0.391 0.020 0.121 -0.438
H 0.15713 1.94393 1.82326 -0.145 -0.354 0.650 -0.092
H -0.51035 1.89361 -0.98916 -0.037 0.249 -0.249 -0.013
H 0.94763 1.26509 -1.86655 -0.634 -0.280 -0.170 -0.039
H 1.16348 2.61207 -0.91386 -0.254 0.146 0.583 -0.261
O -0.53455 6.54222 2.63419 1.647 -0.035 -2.787 -0.818
P 0.50896 6.62484 1.54916 2.162 0.447 2.175 0.333
N 0.44353 8.09266 0.62317 -0.136 -0.490 0.340 0.299
C -0.90756 8.70692 0.67765 0.253 0.619 0.984 -1.004
C 1.51142 8.63984 -0.25429 -0.461 -0.947 -0.244 -1.080
N 0.49753 5.51138 0.24855 -1.318 -0.950 0.335 0.913
C -0.77657 4.80185 -0.01811 -0.353 0.249 -1.645 0.780
C 1.60929 5.23952 -0.67615 0.181 0.726 0.055 -0.735
N 2.17473 6.41619 2.02536 -1.653 0.366 -0.653 0.526
C 2.92515 7.48592 2.70606 0.966 -0.221 -0.309 -1.093
C 2.56734 5.09891 2.56711 -0.362 -0.551 0.618 -0.971
H -1.14920 8.73572 1.74013 -0.403 -0.339 -0.074 0.389
H -1.69509 8.18645 0.13264 0.256 -0.227 -0.145 0.298
H -0.93785 9.76520 0.41840 0.588 -0.142 -0.599 0.417
H 2.35984 7.95582 -0.23544 0.032 0.288 0.255 0.429
H 1.83812 9.65604 -0.03360 -0.222 -0.051 0.666 0.354
H 1.16873 8.68463 -1.28805 -0.309 -0.148 -0.076 0.342
H -0.94934 3.81084 0.40159 0.774 0.048 0.800 -0.572
H -1.68709 5.36912 0.17488 0.335 0.435 0.547 0.124
H -0.81623 4.60197 -1.08889 0.191 0.171 -0.241 -0.387
H 2.03357 6.17501 -1.04078 -0.372 0.207 -0.213 0.270
H 2.48887 4.81762 -0.18988 -0.328 -0.510 0.360 0.335
H 1.27182 4.66758 -1.54049 -0.108 0.069 0.247 0.073
H 2.78700 8.50142 2.33490 -0.609 -0.193 -0.080 0.334
H 2.89642 7.47379 3.79562 -0.635 -0.058 0.067 0.310
H 3.96862 7.26866 2.47783 0.198 0.042 -0.045 0.418
H 3.61848 4.82771 2.46887 0.286 0.773 -0.410 0.470
H 2.07032 4.21621 2.16473 -0.544 0.444 -0.443 -0.114
H 2.37517 5.03873 3.63834 -0.138 0.202 0.191 0.479
O -0.36480 5.46805 -3.55606 -0.460 -0.512 0.216 -0.680
P -1.28668 5.14923 -4.67866 -1.709 -0.401 -1.682 -0.293
N -2.89756 5.76297 -4.44228 2.600 0.567 -2.782 0.371
C -3.84382 5.90405 -5.56649 0.821 -0.603 -0.003 -1.293
C -3.56250 5.43531 -3.25485 0.589 -0.393 0.962 -0.629
N -1.52624 3.46975 -4.95022 1.129 2.581 0.664 1.247
C -1.15040 2.48044 -3.98383 0.552 0.223 0.422 -1.154
C -2.15406 2.94690 -6.11088 0.141 -0.472 -0.603 -0.857
N -0.83888 5.80862 -6.20704 0.062 -1.106 0.616 0.244
C -0.86851 7.25460 -6.36627 0.217 -0.028 1.012 -1.000
C 0.33321 5.17874 -6.89618 -1.476 -0.021 0.439 -0.734
H -3.35726 5.71649 -6.52366 0.240 0.742 0.034 0.508
H -4.30303 6.88951 -5.48852 -0.215 -0.110 -0.340 0.352
H -4.58126 5.10137 -5.56954 -0.428 0.059 0.485 0.323
H -3.83065 4.37910 -3.27988 -0.958 -0.170 0.188 0.163
H -4.37513 6.15878 -3.18911 -0.306 -0.482 0.755 0.487
H -2.83564 5.49922 -2.44511 -0.269 0.429 0.439 -0.108
H -0.22249 2.81559 -3.52040 -0.116 -0.163 0.451 0.365
H -1.96105 2.34204 -3.26844 0.160 -0.211 0.395 -0.251
H -0.94083 1.51678 -4.44810 -0.018 0.009 -0.176 0.556
H -2.80462 2.13723 -5.78024 -0.595 0.249 -0.427 0.163
H -2.62322 3.72165 -6.71731 -0.235 -0.290 0.138 0.292
H -1.38123 2.46516 -6.70984 -0.015 -0.175 -0.497 0.199
H -1.88507 7.64763 -6.38118 0.048 -0.036 -0.302 0.239
H -0.37341 7.68134 -5.49399 0.179 0.587 -0.069 0.282
H -0.29120 7.49777 -7.25829 -0.367 0.238 0.024 0.432
H 1.29835 5.26426 -6.39688 -0.077 -0.099 0.425 0.235
H 0.45002 5.68080 -7.85658 -0.207 -0.302 -0.107 0.496
H -0.01218 4.15109 -7.00910 0.875 -0.145 -0.352 0.121
O 3.88352 -3.82157 -1.87566 -0.671 0.328 -0.050 -0.509
P 3.45802 -5.22129 -2.11976 -1.412 -2.105 -0.546 -0.240
N 2.59116 -5.99529 -0.83699 0.515 0.611 -0.771 0.356
C 1.16300 -6.55845 -0.94622 1.615 0.585 0.344 -0.941
C 3.17197 -5.85721 0.54801 -1.139 -0.410 -0.943 -0.567
N 4.80386 -6.13292 -2.52097 -0.371 -0.436 -0.193 0.471
C 5.66882 -5.61567 -3.59793 -0.519 -1.356 0.055 -0.654
C 5.43004 -7.05870 -1.57385 -0.229 1.250 -0.281 -1.013
N 2.49050 -5.50253 -3.50602 0.716 1.748 0.376 1.177
C 2.14794 -6.76261 -4.13699 0.145 -0.930 1.667 -1.325
C 1.80560 -4.39002 -4.15353 -0.122 -0.215 -0.450 -0.848
H 0.69681 -6.50008 0.03733 0.088 0.375 0.021 0.296
H 1.14063 -7.61989 -1.19307 0.332 -0.028 -0.259 0.317
H 0.56048 -6.00826 -1.66897 0.174 0.061 0.043 0.286
H 4.26125 -5.82379 0.52662 -0.123 -0.081 -0.031 0.269
H 2.79357 -6.71475 1.10436 0.492 -0.023 0.114 0.538
H 2.79750 -4.98375 1.08181 0.009 0.227 -0.221 -0.321
H 6.03955 -6.50291 -4.11121 0.403 -0.140 0.007 0.437
H 5.10089 -5.13238 -4.39289 -0.098 0.431 0.522 -0.060
H 6.53469 -5.03857 -3.27338 -0.131 0.320 0.187 0.217
H 4.64761 -7.47668 -0.94045 0.244 -0.135 -0.043 0.247
H 5.99083 -7.84035 -2.08634 -0.066 0.006 -0.035 0.316
H 6.09329 -6.41664 -0.99423 0.492 -0.606 0.586 0.276
H 2.04714 -6.76513 -5.22233 0.358 0.506 0.007 0.289
H 2.84663 -7.53214 -3.80874 0.386 0.051 -0.309 0.326
H 1.21104 -7.14181 -3.72892 -0.507 0.099 -0.180 0.357
H 1.97067 -4.49635 -5.22570 -0.158 0.133 -0.163 0.466
H 2.15254 -3.38540 -3.91168 0.078 -0.337 0.389 -0.602
H 0.73094 -4.47028 -3.98995 -0.226 0.233 -0.047 0.560
O 1.57531 -1.90064 -6.22906 -2.734 -0.196 0.618 -1.030
P 2.72820 -1.22558 -6.76622 2.376 1.871 -1.435 0.195
N 4.10904 -1.98442 -6.19395 1.131 0.570 0.354 0.400
C 4.35047 -3.35272 -6.66990 -0.439 1.085 -0.983 -0.755
C 4.68499 -1.77925 -4.82352 -1.540 0.643 -0.676 -0.796
N 2.84241 0.45926 -6.51673 0.274 -0.793 1.475 0.821
C 4.05916 1.27853 -6.78141 -1.476 0.099 0.449 -1.050
C 1.65525 1.22722 -6.06301 1.381 -0.165 0.043 -0.912
N 2.76908 -1.20652 -8.46766 1.842 -1.417 -0.292 0.385
C 4.01491 -1.14736 -9.23556 0.737 0.161 0.142 -1.060
C 1.53910 -1.35212 -9.23886 0.174 0.133 0.679 -1.035
H 4.21866 -4.09942 -5.88684 0.175 0.057 -0.081 -0.268
H 5.32180 -3.33264 -7.16409 0.318 -0.650 0.387 0.276
H 3.64047 -3.54139 -7.47513 -0.135 -0.335 0.061 0.432
H 4.74418 -0.71564 -4.59256 0.439 0.082 -0.247 0.149
H 5.63977 -2.29196 -4.70678 0.000 0.156 -0.261 0.401
H 3.98264 -2.15228 -4.07809 0.078 -0.484 0.194 0.256
H 3.71480 2.11818 -7.38514 0.363 -0.029 -0.586 0.410
H 4.37921 1.75823 -5.85644 0.292 -0.243 0.288 0.241
H 4.89709 0.75120 -7.23736 -0.384 -0.075 0.045 0.277
H 1.17612 0.81031 -5.17717 -0.190 -0.491 -0.363 -0.164
H 2.01972 2.18954 -5.70354 0.028 0.247 -0.183 0.496
H 0.97812 1.39405 -6.90073 -0.352 -0.018 0.161 0.239
H 3.92222 -0.56141 -10.14997 -0.299 0.198 0.085 0.431
H 4.87977 -0.75196 -8.70284 -0.442 0.642 0.487 0.293
H 4.50538 -2.07045 -9.54450 -0.820 -0.905 -0.172 0.320
H 1.04457 -0.38140 -9.20340 -0.718 -0.171 0.006 0.273
H 0.98031 -2.16862 -8.78150 -0.536 0.311 -0.220 0.270
H 1.69235 -1.56434 -10.29696 0.447 -0.204 0.149 0.397
C 1.70912 -4.61459 4.87297 -0.354 0.849 -0.038 -0.441
N 2.12390 -5.51979 3.75616 -0.133 -0.317 -0.516 1.091
O 3.33108 -5.76731 3.72496 -1.502 -0.183 -0.422 -0.575
O 1.27060 -5.88203 2.91557 1.793 0.613 1.854 -0.490
H 1.93828 -4.97327 5.87642 -0.002 -0.730 -0.395 0.346
H 0.65524 -4.35326 4.77726 0.092 -0.274 -0.002 0.130
H 2.34454 -3.73485 4.77103 -0.062 0.034 -0.251 -0.048
C 6.98856 -3.09611 4.12080 -0.901 -0.309 -0.005 -0.426
N 5.59339 -3.23535 4.81400 0.831 -0.360 -0.868 0.769
O 4.63752 -2.62486 4.35224 0.764 -0.103 0.278 -0.349
O 5.54819 -4.00847 5.74409 -0.157 0.381 -0.022 -0.518
H 7.39760 -2.11457 4.36035 -0.138 -0.179 0.098 0.272
H 6.85204 -3.21154 3.04556 -0.385 0.274 0.115 -0.032
H 7.60890 -3.93043 4.44816 -0.186 0.319 0.403 0.338
C 6.88290 -2.19319 -1.09239 0.899 0.106 -0.447 -0.774
N 6.20490 -2.35240 0.23148 1.806 -1.073 -1.435 1.173
O 6.29223 -3.43964 0.77172 -0.467 0.417 0.152 -0.650
O 5.72615 -1.35205 0.66897 -1.191 1.010 1.126 -0.521
H 6.14529 -2.18048 -1.89482 -0.056 -0.323 0.227 0.103
H 7.66925 -2.93990 -1.20261 -0.644 -0.448 -0.030 0.306
H 7.43964 -1.25620 -1.10543 -0.517 0.259 0.293 0.328
C 4.95343 1.95109 -0.87066 -1.328 -0.118 1.023 -0.480
N 5.06891 1.40821 -2.23448 1.455 -0.043 1.965 0.966
O 6.19560 1.02352 -2.48274 -0.425 -0.399 -1.327 -0.564
O 4.09030 1.47848 -2.92325 -0.180 -0.342 -1.146 -0.387
H 3.92201 1.76265 -0.57276 -0.298 0.787 -0.228 -0.169
H 5.24773 2.99285 -0.99797 -0.198 -0.046 0.505 0.357
H 5.47708 1.41111 -0.08179 0.870 0.009 -0.744 0.225
C -4.34168 -7.76873 5.18288 -0.056 -0.027 0.278 -1.186
C -3.96500 -6.87163 6.40411 -0.374 -1.543 -1.759 -0.233
O -4.23040 -5.52472 5.95284 1.934 2.145 0.593 -0.426
P -2.94877 -4.43531 5.98246 -0.793 -1.746 -0.816 0.741
O -1.66026 -5.04642 5.52307 -1.529 1.183 0.390 -0.486
O -3.54894 -3.18436 5.09540 0.378 -2.820 2.039 -0.391
C -2.68681 -2.38271 4.31500 -0.316 0.788 -0.878 0.482
C -3.56207 -1.62700 3.38379 -0.733 0.786 -0.635 -0.217
O -2.92078 -3.99963 7.53774 -1.111 -0.119 -2.025 -0.361
C -1.69058 -3.67006 8.09171 2.620 0.559 0.493 0.848
C -1.78651 -3.77859 9.57034 -0.390 -0.438 0.671 -1.498
H -3.72404 -7.60838 4.29918 0.010 0.388 0.122 0.292
H -4.31927 -8.84587 5.34825 0.338 -0.034 0.592 0.397
H -5.39019 -7.59351 4.94201 0.042 0.361 -0.179 0.290
H -4.63012 -7.21104 7.19816 -0.081 0.817 0.286 0.353
H -2.93841 -7.06308 6.71645 0.073 0.455 -0.097 0.281
H -2.16673 -1.67106 4.95623 0.551 -0.383 -0.029 -0.170
H -2.07743 -2.90740 3.57916 0.674 -0.750 1.022 0.302
H -4.16707 -2.27937 2.75413 0.082 -0.255 0.036 0.478
H -4.26439 -0.96336 3.88820 0.171 0.216 0.029 -0.173
H -2.88943 -1.09183 2.71353 -0.179 0.399 -0.103 -0.281
H -0.85481 -4.23414 7.67770 -0.356 -1.051 0.070 0.244
H -1.25297 -2.70288 7.84442 -1.108 0.745 -0.341 -0.329
H -2.13895 -4.76012 9.88733 0.167 -0.206 -0.100 0.427
H -0.80948 -3.60745 10.02224 -0.105 0.185 0.130 0.382
H -2.54711 -3.09336 9.94455 0.230 0.305 0.139 0.303
```
Positions in Å, forces in eV/Å.

Calculated values
Charge = +1
Spin multiplicity = 2
Gap between HOMO and LUMO (alpha / beta) = 7.1 / 2.6 eV
E_LUMO (alpha / beta) = -0.07839 / -0.24652 hartree